[1]
This record from OMol25 describes a molecular structure, C20H52AgBN2O7PdS5 at a distorted geometry. The level of theory is ωB97M-V with the def2-TZVPD basis set.

Results
Strongest force on any atom ... 4.5 eV/Å
Energy ... -3719.550567 Eh
HOMO (spin up / spin down) ... -6.80 / -6.65 eV
Multiplicity ... 3
Orbital gap (spin up / spin down) ... 6.38 / 6.20 eV

CARTESIAN COORDINATES (ANGSTROEM)
1 Ag 0.92 3.08 -1.79
2 Pd 0.38 -0.22 -0.28
3 O -0.94 1.61 -0.63
4 C -2.15 1.37 0.08
5 C -2.08 0.26 1.16
6 O -1.29 -0.87 1.04
7 H -2.96 1.15 -0.62
8 H -2.38 2.33 0.54
9 H -3.13 -0.04 1.20
10 H -1.81 0.75 2.09
11 B 2.14 0.64 -1.51
12 H 1.81 1.14 -0.62
13 H 2.44 -0.38 -1.34
14 H 1.27 0.63 -2.14
15 H 2.92 1.26 -1.93
16 C 1.27 -2.41 5.56
17 C 0.22 -3.12 4.78
18 C -0.79 -2.16 4.26
19 C -1.67 -1.49 5.18
20 N -2.37 -0.93 5.93
21 H 0.91 -2.27 6.58
22 H 1.65 -1.50 5.11
23 H 2.15 -3.01 5.79
24 H -0.34 -3.84 5.38
25 H 0.60 -3.66 3.91
26 H -1.50 -2.75 3.67
27 H -0.20 -1.43 3.70
28 C -5.61 -2.24 -3.41
29 C -4.32 -1.58 -3.01
30 C -3.69 -2.15 -1.76
31 C -3.31 -3.57 -1.93
32 N -3.05 -4.67 -2.13
33 H -5.56 -3.31 -3.60
34 H -6.03 -1.70 -4.26
35 H -6.30 -2.27 -2.57
36 H -4.49 -0.51 -2.93
37 H -3.74 -1.57 -3.93
38 H -4.36 -2.12 -0.90
39 H -2.74 -1.65 -1.55
40 C -1.51 2.66 4.50
41 S -1.73 4.43 4.93
42 O -0.46 5.18 4.62
43 C -2.64 4.92 3.44
44 H -0.87 2.29 5.30
45 H -0.99 2.69 3.54
46 H -2.50 2.22 4.39
47 H -2.05 4.86 2.52
48 H -2.92 5.97 3.59
49 H -3.52 4.29 3.32
50 C 1.11 -2.32 -4.16
51 S -0.56 -1.96 -3.36
52 O -0.30 -1.62 -1.91
53 C -0.76 -0.26 -4.11
54 H 1.28 -2.38 -5.23
55 H 1.77 -3.07 -3.73
56 H 1.83 -1.54 -3.90
57 H -0.47 0.53 -3.41
58 H -1.75 -0.06 -4.53
59 H -0.16 -0.18 -5.01
60 C 3.03 3.85 -6.20
61 S 3.04 2.87 -4.70
62 O 1.82 3.43 -4.09
63 C 2.65 1.27 -5.57
64 H 3.92 3.97 -6.82
65 H 2.91 4.91 -5.94
66 H 2.11 3.74 -6.77
67 H 3.52 0.86 -6.07
68 H 1.82 1.39 -6.27
69 H 2.37 0.57 -4.79
70 C 2.48 -4.58 0.63
71 S 2.88 -2.79 0.40
72 O 1.58 -2.03 0.16
73 C 3.31 -2.52 2.22
74 H 3.31 -5.28 0.58
75 H 1.94 -4.88 -0.26
76 H 1.83 -4.88 1.45
77 H 3.01 -1.57 2.66
78 H 4.36 -2.73 2.44
79 H 2.63 -3.09 2.86
80 C 0.99 3.28 1.66
81 S 1.51 1.75 2.48
82 O 1.26 0.52 1.55
83 C 3.38 1.93 2.50
84 H 1.48 3.50 0.71
85 H 1.18 4.11 2.33
86 H -0.08 3.12 1.63
87 H 3.63 1.72 1.46
88 H 3.88 1.19 3.12
89 H 3.61 2.95 2.77

Here are the Löwdin charges for atoms 1 to 8, given in e:
1. Ag 0.76
2. Pd 0.97
3. O -0.42
4. C -0.35
5. C -0.40
6. O -0.33
7. H 0.08
8. H 0.08

[2]
This record from OMol25 describes a molecular structure, C29H79FIO18PS2. The level of theory is ωB97M-V with the def2-TZVPD basis set.

Results
Strongest force on any atom ... 0.9 eV/Å
Energy ... -4041.836300 Eh
HOMO ... -8.47 eV
Orbital gap ... 8.61 eV

CARTESIAN COORDINATES (ANGSTROEM)
1 C -4.09 0.27 2.26
2 C -2.87 1.16 1.98
3 O -1.92 0.42 1.24
4 C -0.85 1.25 0.82
5 C -0.24 0.73 -0.49
6 C -1.30 0.22 -1.48
7 F -1.65 -1.10 -1.18
8 C -2.59 1.06 -1.57
9 C -3.87 0.23 -1.59
10 C 0.53 1.91 -1.14
11 C -0.25 3.16 -1.49
12 C 0.63 4.26 -2.11
13 C 1.62 4.91 -1.12
14 S 3.36 4.68 -1.55
15 O 1.13 1.46 -2.38
16 S 2.39 0.53 -2.19
17 O 3.32 1.21 -1.36
18 O 2.85 0.10 -3.47
19 C 1.71 -0.88 -1.28
20 C 1.04 -1.94 -2.20
21 C 0.60 -1.57 -3.63
22 P 3.24 -1.66 -0.55
23 O 3.84 -0.94 0.57
24 O 4.28 -1.83 -1.75
25 O 2.85 -3.15 -0.13
26 C 0.84 -0.35 -0.09
27 C 0.28 -1.47 0.82
28 C 0.55 -1.26 2.31
29 C 2.02 -1.18 2.64
30 I 2.30 -0.79 4.73
31 H -4.97 0.69 1.79
32 H -3.92 -0.72 1.84
33 H -4.27 0.19 3.32
34 H -2.43 1.50 2.91
35 H -3.18 2.02 1.38
36 H -1.24 2.25 0.69
37 H -0.07 1.31 1.59
38 H -0.89 0.17 -2.48
39 H -2.57 1.59 -2.52
40 H -2.64 1.82 -0.79
41 H -3.85 -0.49 -2.40
42 H -4.69 0.91 -1.83
43 H -4.07 -0.25 -0.64
44 H 1.32 2.18 -0.44
45 H -0.71 3.60 -0.62
46 H -1.02 2.94 -2.22
47 H 1.12 3.93 -3.01
48 H -0.08 5.04 -2.41
49 H 1.41 5.97 -1.02
50 H 1.46 4.49 -0.13
51 H 3.68 3.79 -0.61
52 H 0.18 -2.36 -1.69
53 H 1.72 -2.79 -2.33
54 H 1.30 -1.99 -4.35
55 H -0.36 -2.03 -3.84
56 H 0.51 -0.51 -3.84
57 H 3.85 -2.12 -2.57
58 H 2.06 -3.51 -0.55
59 H 1.57 0.20 0.51
60 H -0.79 -1.56 0.71
61 H 0.67 -2.45 0.56
62 H 0.00 -0.41 2.69
63 H 0.14 -2.12 2.85
64 H 2.52 -2.12 2.43
65 H 2.55 -0.37 2.16
66 C -4.96 1.19 -5.45
67 O -5.60 0.67 -4.29
68 H -3.98 1.55 -5.16
69 H -4.84 0.41 -6.21
70 H -5.53 2.02 -5.88
71 H -6.47 0.35 -4.54
72 C 2.09 -4.64 7.29
73 O 2.11 -4.56 5.87
74 H 1.73 -5.63 7.57
75 H 3.09 -4.49 7.70
76 H 1.41 -3.89 7.71
77 H 2.42 -3.68 5.64
78 C 5.16 -5.86 1.47
79 O 3.80 -5.70 1.09
80 H 5.31 -6.92 1.69
81 H 5.84 -5.57 0.67
82 H 5.40 -5.28 2.37
83 H 3.66 -4.77 0.90
84 C 2.75 -3.65 10.81
85 O 1.81 -2.89 10.06
86 H 3.73 -3.46 10.38
87 H 2.76 -3.35 11.86
88 H 2.54 -4.72 10.74
89 H 0.94 -3.06 10.42
90 C 5.95 -4.74 5.96
91 O 5.56 -3.88 7.03
92 H 5.10 -4.84 5.28
93 H 6.80 -4.33 5.41
94 H 6.21 -5.73 6.34
95 H 6.31 -3.81 7.62
96 C 3.71 -3.42 -6.09
97 O 2.99 -4.02 -5.01
98 H 4.65 -3.05 -5.69
99 H 3.92 -4.15 -6.88
100 H 3.15 -2.58 -6.52
101 H 2.16 -4.35 -5.36
102 C -3.83 5.31 0.94
103 O -3.45 4.24 0.08
104 H -3.00 5.50 1.61
105 H -4.04 6.22 0.37
106 H -4.72 5.06 1.53
107 H -4.19 4.07 -0.52
108 C 4.90 2.00 2.53
109 O 3.94 2.38 1.54
110 H 4.90 2.76 3.31
111 H 4.62 1.04 2.96
112 H 5.89 1.92 2.09
113 H 3.95 1.69 0.86
114 C 2.03 1.92 -6.15
115 O 1.58 1.40 -7.40
116 H 1.16 1.98 -5.50
117 H 2.76 1.26 -5.69
118 H 2.45 2.92 -6.27
119 H 2.34 1.34 -7.99
120 C -7.07 4.10 -2.04
121 O -5.91 3.68 -1.32
122 H -6.81 5.00 -2.58
123 H -7.40 3.34 -2.74
124 H -7.89 4.33 -1.34
125 H -6.13 2.88 -0.83
126 C -10.58 3.82 -3.59
127 O -9.49 3.00 -4.03
128 H -10.40 4.82 -3.96
129 H -11.53 3.46 -3.98
130 H -10.63 3.85 -2.49
131 H -9.65 2.11 -3.71

Here are the Löwdin charges for atoms 1 to 8, given in e:
1. C -0.05
2. C -0.24
3. O -0.15
4. C -0.14
5. C -0.23
6. C -0.21
7. F -0.01
8. C -0.15

[3]
This record from OMol25 describes 2 unconnected molecules or ions with the total composition C2H6OS at a distorted geometry. The level of theory is ωB97M-V with the def2-TZVPD basis set.

Results
Strongest force on any atom ... 2.1 eV/Å
Energy ... -553.169195 Eh
Energy above the lowest of the compared OMol25 structures with the same formula, charge and spin ... 4.8 kcal per mole
HOMO (spin up / spin down) ... 0.40 / -3.12 eV
Multiplicity ... 2
Charge ... -1
Orbital gap (spin up / spin down) ... 3.18 / 6.68 eV

CARTESIAN COORDINATES (ANGSTROEM)
1 S -2.08 1.07 1.20
2 H -1.88 2.37 0.93
3 H -1.50 0.58 0.06
4 O 0.32 -0.38 -1.00
5 C 1.44 -0.57 -0.41
6 C 2.48 -1.44 -1.07
7 H 1.79 0.12 0.38
8 H 3.23 -0.85 -1.67
9 H 1.86 -1.94 -1.86
10 H 2.99 -2.17 -0.47

Here are the Löwdin charges for atoms 1 to 8, given in e:
1. S 0.39
2. H -0.25
3. H -0.21
4. O -0.30
5. C -0.56
6. C -0.21
7. H 0.03
8. H 0.03

[4]
This record from OMol25 describes 2 unconnected molecules or ions with the total composition C3H7NO2. The level of theory is ωB97M-V with the def2-TZVPD basis set.

Results
Strongest force on any atom ... 0.4 eV/Å
Energy ... -323.627493 Eh
Energy above the lowest of the compared OMol25 structures with the same formula, charge and spin ... 96.3 kcal per mole
HOMO ... -9.17 eV
Orbital gap ... 9.32 eV

CARTESIAN COORDINATES (ANGSTROEM)
1 C 2.34 0.93 -0.66
2 O 0.94 0.68 -0.42
3 C 0.52 -0.16 0.48
4 C -2.12 -1.02 -1.14
5 O -2.80 -1.97 -1.47
6 N -2.47 -0.05 -0.24
7 H 2.64 0.38 -1.55
8 H 2.92 0.62 0.22
9 H 2.44 2.00 -0.82
10 H 1.43 -0.63 0.95
11 H -1.12 -0.83 -1.58
12 H -3.28 -0.28 0.33
13 H -1.68 0.35 0.25

Here are the Löwdin charges for atoms 1 to 8, given in e:
1. C -0.05
2. O -0.20
3. C 0.06
4. C -0.44
5. O 0.00
6. N 0.09
7. H 0.10
8. H 0.09

[5]
This record from OMol25 describes C26H38O6 in the gas phase. The level of theory is ωB97M-V with the def2-TZVPD basis set.

Results
Strongest force on any atom ... 0.7 eV/Å
Energy ... -1465.007620 Eh
Energy above the lowest of the compared OMol25 structures with the same formula, charge and spin ... 5.1 kcal per mole
SMILES string ... CCCCC(=O)O[C@@]1(C(=O)CO)CC[C@@H]2[C@@H]3CCC4=CC(=O)CC[C@]4(C)[C@H]3[C@H](O)C[C@@]21C
HOMO ... -9.23 eV
Orbital gap ... 9.63 eV

CARTESIAN COORDINATES (ANGSTROEM)
1 C -5.73 -4.02 -0.18
2 C -6.28 -2.73 -0.78
3 C -5.20 -1.66 -0.98
4 H -4.41 -2.07 -1.61
5 H -5.64 -0.81 -1.50
6 C -4.61 -1.16 0.33
7 C -3.78 0.08 0.11
8 O -4.05 0.97 -0.66
9 O -2.71 0.11 0.90
10 C -1.78 1.20 0.70
11 C -2.53 2.45 0.24
12 O -2.24 3.11 -0.73
13 C -3.55 3.01 1.23
14 O -4.21 4.11 0.69
15 H -3.82 4.25 -0.19
16 H -3.00 3.32 2.13
17 H -4.28 2.25 1.54
18 C -1.10 1.40 2.07
19 H -0.77 2.43 2.18
20 H -1.81 1.18 2.86
21 C 0.09 0.43 2.09
22 H -0.02 -0.30 2.89
23 H 1.02 0.97 2.27
24 C 0.11 -0.27 0.72
25 C 1.50 -0.68 0.22
26 C 2.16 -1.62 1.23
27 C 3.46 -2.16 0.65
28 C 4.39 -1.03 0.33
29 C 5.65 -1.06 0.77
30 C 6.68 -0.08 0.43
31 O 7.80 -0.13 0.89
32 C 6.25 0.96 -0.58
33 C 4.78 1.30 -0.41
34 H 4.50 2.05 -1.16
35 H 4.65 1.75 0.58
36 C 3.85 0.08 -0.54
37 C 3.86 -0.43 -1.99
38 H 3.71 0.40 -2.68
39 H 4.81 -0.90 -2.22
40 H 3.07 -1.16 -2.15
41 C 2.41 0.51 -0.10
42 H 2.53 1.10 0.81
43 C 1.67 1.38 -1.14
44 C 0.32 1.85 -0.60
45 H 0.50 2.48 0.28
46 C -0.62 0.70 -0.22
47 C -1.16 0.03 -1.48
48 H -0.34 -0.27 -2.13
49 H -1.74 -0.86 -1.24
50 H -1.80 0.72 -2.03
51 H -0.15 2.48 -1.36
52 O 2.40 2.51 -1.57
53 H 2.40 3.17 -0.86
54 H 1.52 0.80 -2.05
55 H 6.87 1.85 -0.47
56 H 6.44 0.55 -1.58
57 H 5.99 -1.87 1.39
58 H 3.94 -2.84 1.36
59 H 3.24 -2.71 -0.26
60 H 2.37 -1.09 2.16
61 H 1.48 -2.45 1.46
62 H 1.34 -1.25 -0.71
63 H -0.49 -1.18 0.80
64 H -3.99 -1.91 0.82
65 H -5.41 -0.89 1.01
66 H -7.06 -2.34 -0.13
67 H -6.73 -2.96 -1.74
68 H -5.36 -3.86 0.83
69 H -4.91 -4.41 -0.79
70 H -6.50 -4.78 -0.13

Here are the Löwdin charges for atoms 1 to 8, given in e:
1. C -0.11
2. C -0.26
3. C -0.20
4. H 0.12
5. H 0.12
6. C -0.08
7. C -0.48
8. O 0.14